[1]
Molecular formula: C4H12O3
Method: DFT, ωB97M-V/def2-TZVPD

Cartesian coordinates (Å):
1 H 1.017 0.153 0.399
2 H -2.458 -3.404 -2.867
3 C -0.243 -2.343 0.432
4 C -2.686 -3.966 -1.946
5 H -3.780 -4.079 -1.864
6 H 1.710 -5.408 -2.936
7 C 0.000 0.000 0.000
8 H -0.534 0.965 0.018
9 H 0.861 -2.413 0.378
10 H -2.234 -4.969 -2.025
11 H -2.755 -2.283 -0.651
12 O 0.982 -5.842 -2.437
13 O -0.722 -2.806 -0.810
14 H 0.453 -5.097 -2.071
15 C -2.162 -3.209 -0.778
16 H 0.080 -0.338 -1.047
17 H -0.579 -2.974 1.277
18 H -2.374 -3.866 0.087
19 O -0.752 -1.065 0.703

Summary:
HOMO: -10.324 eV
Frontier orbital gap: 11.21 eV
Energy above the lowest of the compared OMol25 structures with the same formula, charge and spin: 122.3 kJ/mol
Electronic energy: -385.27517 hartree
Max |F|: 2.017 eV/A
LUMO: 0.0326 Eh

Atom charges from the Löwdin analysis, given in e for atoms 1 to 4: 0.084 0.084 -0.300 -0.098

---

[2]
Molecular formula: C9H27Ag2O11
Method: DFT, ωB97M-V/def2-TZVPD

Cartesian coordinates (Å):
1 C -12.661 -16.393 -9.941
2 O -14.426 -18.170 -9.126
3 H -11.275 -17.190 -7.581
4 H -14.623 -16.922 -7.407
5 Ag -12.621 -14.890 -11.517
6 C -15.198 -17.331 -8.237
7 H -11.151 -14.983 -9.393
8 O -13.261 -12.985 -7.472
9 H -10.448 -15.147 -10.718
10 O -12.527 -17.435 -9.117
11 H -11.063 -18.971 -10.481
12 O -11.760 -16.974 -6.781
13 C -11.452 -14.637 -7.574
14 O -14.934 -15.215 -9.427
15 H -9.430 -13.739 -11.059
16 H -11.099 -12.917 -12.439
17 H -9.284 -18.544 -7.964
18 H -15.960 -17.989 -7.820
19 O -10.554 -17.120 -8.593
20 O -11.145 -13.852 -12.225
21 H -9.793 -20.111 -9.829
22 C -10.459 -14.097 -11.012
23 C -9.744 -18.273 -8.914
24 H -9.971 -16.450 -8.227
25 H -11.583 -17.423 -8.939
26 H -12.608 -18.779 -6.227
27 H -16.556 -16.511 -9.816
28 H -13.555 -17.308 -5.940
29 H -10.977 -13.997 -6.830
30 H -13.505 -14.805 -8.365
31 H -13.424 -18.030 -7.609
32 C -15.910 -16.136 -9.021
33 C -10.495 -19.306 -9.612
34 H -8.917 -17.903 -9.519
35 H -13.612 -17.799 -9.474
36 H -13.357 -14.891 -6.697
37 H -12.200 -19.578 -8.534
38 C -12.957 -14.338 -7.547
39 H -11.208 -15.683 -7.391
40 H -11.006 -13.469 -10.310
41 H -16.505 -15.693 -8.223
42 H -14.315 -15.587 -10.060
43 H -13.206 -12.641 -8.367
44 O -11.804 -15.536 -9.912
45 Ag -13.706 -17.136 -12.421
46 O -10.932 -14.229 -8.841
47 O -13.654 -16.330 -10.708
48 C -12.926 -17.831 -6.660
49 O -11.405 -20.077 -8.736

Summary:
HOMO: -11.582 eV
Net charge: +1
Frontier orbital gap: 5.76 eV
Energy above the lowest of the compared OMol25 structures with the same formula, charge and spin: 1262.6 kJ/mol
Electronic energy: -1479.63041 hartree
Max |F|: 12.665 eV/A
LUMO: -0.2140 Eh

Atom charges from the Löwdin analysis, given in e for atoms 1 to 4: -0.608 -0.106 -0.105 0.077

---

[3]
Molecular formula: C5H14O
Method: DFT, ωB97M-V/def2-TZVPD

Cartesian coordinates (Å):
1 C -0.295 0.052 -2.155
2 H 0.520 -0.930 0.214
3 C -0.454 0.706 -0.792
4 H -1.377 1.261 -0.569
5 H 3.100 0.285 1.139
6 H 0.278 1.512 -0.651
7 H -1.079 -0.616 -2.497
8 H -1.844 -1.511 -0.470
9 C -0.309 -0.244 0.421
10 H -0.819 1.358 1.802
11 H 0.905 1.033 1.654
12 C -1.536 -1.154 0.513
13 H -0.209 -0.025 2.593
14 H -0.168 0.806 -2.931
15 H 0.665 -0.465 -2.060
16 H -1.352 -1.990 1.185
17 C -0.077 0.564 1.684
18 H -2.416 -0.609 0.877
19 O 3.277 0.413 0.221
20 H 3.189 -0.445 -0.179

Summary:
HOMO: -10.931 eV
Frontier orbital gap: 11.80 eV
Energy above the lowest of the compared OMol25 structures with the same formula, charge and spin: 26.5 kJ/mol
Electronic energy: -274.13196 hartree
Max |F|: 1.500 eV/A
LUMO: 0.0319 Eh

Atom charges from the Löwdin analysis, given in e for atoms 1 to 4: -0.097 0.117 -0.256 0.112

---

[4]
Molecular formula: C3H8O
Method: DFT, ωB97M-V/def2-TZVPD

Cartesian coordinates (Å):
1 H -0.194 -1.570 -0.649
2 C -0.331 0.525 -0.134
3 H 1.033 2.040 -0.891
4 H -0.650 1.106 0.737
5 H -1.075 0.710 -0.920
6 H 0.446 -1.170 0.947
7 C 1.053 0.990 -0.583
8 H 1.779 0.899 0.234
9 O -1.633 -1.278 0.801
10 H -1.491 -1.707 1.646
11 H 1.434 0.405 -1.430
12 C -0.370 -0.950 0.243

Summary:
HOMO: -10.256 eV
Frontier orbital gap: 11.30 eV
Energy above the lowest of the compared OMol25 structures with the same formula, charge and spin: 20.4 kJ/mol
Electronic energy: -194.32816 hartree
Max |F|: 0.476 eV/A
LUMO: 0.0382 Eh

Atom charges from the Löwdin analysis, given in e for atoms 1 to 4: 0.117 -0.257 0.069 0.109

---

[5]
Molecular formula: C20H22O5
Method: DFT, ωB97M-V/def2-TZVPD

Cartesian coordinates (Å):
1 C -1.109 -2.222 -4.350
2 H 0.755 -4.752 -2.128
3 C 0.845 3.148 2.211
4 H 1.971 0.684 -0.941
5 C 2.585 1.459 -0.476
6 H 3.071 2.048 -1.254
7 O -0.203 -2.822 -0.841
8 C -1.966 5.695 3.196
9 C -0.222 4.225 4.210
10 H 0.996 4.125 1.780
11 C 0.145 -4.262 -4.123
12 C -0.615 -3.606 -6.379
13 H 0.439 5.072 4.019
14 C -1.618 4.563 3.777
15 C -0.776 -1.719 -0.164
16 O 1.808 2.383 0.253
17 C 1.064 0.759 1.975
18 H -1.477 -1.130 -2.564
19 H 1.638 -2.261 0.884
20 O -1.297 -2.664 -7.057
21 H -1.314 -2.896 -7.998
22 C -0.432 -1.855 1.315
23 H 1.334 -1.855 2.586
24 H -1.631 -1.512 -4.972
25 H 3.343 0.987 0.151
26 H -1.866 -1.718 -0.301
27 H -0.368 -0.777 -0.551
28 H 0.589 -5.130 -4.584
29 H -2.979 5.893 2.891
30 C -1.019 -2.009 -2.988
31 H -2.352 3.788 3.953
32 H -1.022 -1.130 1.878
33 C -0.346 -2.926 -2.182
34 C 0.238 -4.055 -2.768
35 H 0.342 -0.348 3.661
36 H -0.221 4.012 5.282
37 C 0.488 0.631 3.233
38 C -0.532 -3.347 -4.932
39 C 0.257 3.012 3.457
40 H -0.686 -2.860 1.651
41 O -0.132 -4.561 -6.938
42 C 1.062 -1.615 1.552
43 H -0.358 1.589 4.937
44 O 1.465 -0.310 1.206
45 H -1.250 6.479 3.006
46 C 0.088 1.735 3.965
47 C 1.261 2.054 1.460

Summary:
HOMO: -8.149 eV
Frontier orbital gap: 8.81 eV
Energy above the lowest of the compared OMol25 structures with the same formula, charge and spin: 99.6 kJ/mol
Electronic energy: -1151.48648 hartree
Max |F|: 0.622 eV/A
LUMO: 0.0241 Eh

Atom charges from the Löwdin analysis, given in e for atoms 1 to 4: -0.006 0.119 0.049 0.085

---

[6]
Molecular formula: C5H8O
Method: DFT, ωB97M-V/def2-TZVPD

Cartesian coordinates (Å):
1 C 0.762 -1.110 0.811
2 O 1.055 0.284 0.804
3 H 0.891 -1.472 1.834
4 H -1.026 -0.070 -1.539
5 C -0.927 0.064 -0.459
6 C -0.674 -1.259 0.285
7 C 0.289 0.909 -0.139
8 C 0.622 2.087 -0.656
9 H -0.028 2.571 -1.377
10 H 1.539 2.589 -0.368
11 H -1.379 -1.390 1.111
12 H -1.837 0.557 -0.105
13 H 1.483 -1.631 0.167
14 H -0.770 -2.130 -0.369

Summary:
HOMO: -8.573 eV
Frontier orbital gap: 9.64 eV
Energy above the lowest of the compared OMol25 structures with the same formula, charge and spin: 84.5 kJ/mol
Electronic energy: -270.52570 hartree
Max |F|: 0.298 eV/A
LUMO: 0.0391 Eh

Atom charges from the Löwdin analysis, given in e for atoms 1 to 4: -0.173 -0.049 0.120 0.117

---

> Which of these has the highest HOMO?

C20H22O5

---

> Look up the energy above the lowest of the compared OMol25 structures with the same formula, charge and spin of the third one.

26.5 kJ/mol

---

> What is the energy above the lowest of the compared OMol25 structures with the same formula, charge and spin in the fourth record?

20.4 kJ/mol